ORCA calculation (ωB97M-V/def2-TZVPD) on C27H35BeF5N4OP2Te as an isolated structure at a distorted geometry.

Computed properties:
molar mass = 725.15 g/mol
2S+1 = 1
HOMO-LUMO gap (alpha / beta) = 5.5 / 5.3 eV

XYZ file:
```
76
Properties=species:S:1:pos:R:3:lowdin_charge:R:1
Be -0.68 1.75 -4.64 0.48
C -1.70 1.67 -6.23 -0.17
C -1.58 0.29 -6.07 -0.09
C -0.75 -0.64 -6.88 -0.18
C 0.68 -0.14 -7.11 -0.17
C 1.18 0.66 -5.93 -0.07
C 0.86 1.97 -5.48 -0.25
C 0.36 2.94 -6.59 -0.18
C -0.91 2.44 -7.27 -0.17
C 0.09 1.87 -1.64 -0.12
H -2.62 2.20 -5.94 0.12
H -2.36 -0.26 -5.53 0.10
H -1.22 -0.93 -7.84 0.14
H -0.70 -1.60 -6.35 0.10
H 1.31 -1.05 -7.27 0.13
H 0.74 0.32 -8.11 0.12
H 2.10 0.21 -5.52 0.10
H 1.53 2.47 -4.79 0.07
H 1.10 3.21 -7.38 0.12
H 0.13 3.91 -6.12 0.11
H -1.53 3.28 -7.61 0.12
H -0.67 1.91 -8.21 0.11
H -0.02 2.69 -0.91 0.10
H 1.13 2.12 -2.10 0.04
H 0.18 0.88 -1.24 -0.02
P 1.56 -0.30 -2.65 1.06
P -1.56 -1.42 -1.98 0.68
N 2.92 0.72 -3.25 -0.20
N 2.47 -1.44 -1.89 -0.27
N -1.95 0.08 -2.62 -0.07
N -3.08 -2.19 -1.55 -0.15
C 0.65 -1.32 -3.76 -0.36
C -0.60 -2.13 -3.25 -0.23
C 3.01 2.12 -3.25 -0.20
C 4.19 2.53 -3.82 -0.08
C 4.89 1.34 -4.20 -0.07
C 4.09 0.25 -3.87 -0.13
C 3.30 -1.09 -0.81 -0.10
C 4.02 -2.21 -0.45 -0.07
C 3.64 -3.29 -1.34 -0.07
C 2.69 -2.78 -2.21 -0.13
C -1.41 1.36 -1.94 -0.26
C -1.86 2.38 -2.86 -0.10
C -2.88 1.87 -3.62 -0.09
C -2.93 0.49 -3.45 -0.13
C -4.44 -2.05 -1.95 -0.11
C -5.18 -3.02 -1.28 -0.07
C -4.29 -3.75 -0.44 -0.07
C -3.02 -3.23 -0.61 -0.13
H 1.37 -2.02 -4.21 0.08
H 0.29 -0.69 -4.58 0.02
H -1.35 -2.23 -4.06 0.09
H -0.24 -3.11 -2.94 0.10
H 2.25 2.76 -2.83 0.08
H 4.48 3.57 -3.93 0.10
H 5.86 1.31 -4.67 0.09
H 4.24 -0.82 -3.95 0.11
H 3.25 -0.09 -0.41 0.12
H 4.76 -2.25 0.35 0.10
H 4.03 -4.29 -1.34 0.09
H 2.13 -3.27 -2.98 0.09
H -1.75 1.34 -0.90 0.14
H -1.67 3.36 -2.46 0.14
H -3.58 2.46 -4.15 0.12
H -3.62 -0.24 -3.80 0.11
H -4.75 -1.28 -2.67 0.09
H -6.25 -3.17 -1.35 0.10
H -4.55 -4.53 0.25 0.10
H -2.08 -3.46 -0.14 0.11
F -2.75 0.09 3.25 -0.44
Te -1.63 -0.37 1.83 1.91
F -2.01 -2.28 2.38 -0.57
F -1.49 1.57 1.57 -0.57
F -0.21 -0.37 3.21 -0.58
F -3.33 -0.41 0.81 -0.55
O -0.80 -1.10 -0.75 -0.39
```